Entry 1:
Formula: C5H8O2
Source: the Open Molecules 2025 dataset
Level of theory: ωB97M-V/def2-TZVPD

The geometry in XYZ format:
```
15
Properties=species:S:1:pos:R:3:mulliken_charge:R:1
C -1.7878 -0.4039 -0.0100 -1.17
C -0.6637 0.5461 0.3031 0.77
O -1.1028 1.8244 0.1080 -0.53
C 0.5664 0.4213 0.8892 -1.15
C 1.7371 -0.2173 0.1702 -0.18
C 1.0037 -1.0313 -0.8533 0.04
O 0.9869 -0.9152 -2.0524 -0.52
H -2.6253 0.0100 0.5691 0.39
H -2.1010 -0.4013 -1.0586 0.31
H -1.6260 -1.4268 0.3331 0.34
H -0.2917 2.3080 -0.1088 0.40
H 0.8149 1.2490 1.5504 0.41
H 0.3400 -1.7323 -0.3041 0.31
H 2.3134 0.6126 -0.2707 0.25
H 2.4359 -0.8432 0.7348 0.32
```

The SMILES is C/C(O)=C\CC=O. The value obtained for the LUMO energy is 0.730 eV. As for the HOMO-LUMO gap: 9.194 eV. As for the total energy: -345.70559 Eh. For the HOMO energy, the calculation gives -8.464 eV.

=====

Entry 2:
Formula: C5H8O2
Source: the Open Molecules 2025 dataset
Level of theory: ωB97M-V/def2-TZVPD

The geometry in XYZ format:
```
15
Properties=species:S:1:pos:R:3:mulliken_charge:R:1
O 0.2344 0.6753 -1.9481 -0.52
C 0.2694 0.4744 -0.5843 0.65
C -1.0406 0.7241 0.1350 -0.70
C -0.8477 -0.6271 0.8481 0.02
O -1.5189 -1.6972 0.1971 -0.55
C 1.4443 0.5878 0.3305 -0.78
C 0.6122 -0.7122 0.4031 -0.58
H 1.1067 0.5364 -2.3339 0.32
H -1.0034 1.5542 0.8450 0.26
H -1.8847 0.8407 -0.5477 0.31
H -1.2250 -0.6737 1.8784 0.37
H 1.5081 1.1696 1.2494 0.21
H 2.3975 0.6595 -0.2311 0.23
H -1.0919 -1.7938 -0.6630 0.35
H 1.0395 -1.7181 0.4216 0.40
```

The SMILES is O[C@@H]1C[C@@]2(O)C[C@@H]12. The value obtained for the LUMO energy is 0.738 eV. As for the HOMO-LUMO gap: 9.849 eV. As for the total energy: -345.70189 Eh. For the HOMO energy, the calculation gives -9.111 eV.

=====

Entry 3:
Formula: C5H8O2
Source: the Open Molecules 2025 dataset
Level of theory: ωB97M-V/def2-TZVPD

The geometry in XYZ format:
```
15
Properties=species:S:1:pos:R:3:mulliken_charge:R:1
C -1.4566 1.0847 -0.3208 -1.32
C -0.3939 0.3408 0.4647 0.33
C -0.2903 -1.1802 0.5846 -0.38
O 0.3369 -1.7646 -0.5659 -0.48
C 1.1625 -1.1343 0.4155 -0.21
C 1.1082 0.3492 -0.0005 -0.35
O 1.3402 0.5342 -1.3657 -0.57
H -2.4638 0.7645 -0.0286 0.33
H -1.3458 0.9554 -1.4009 0.28
H -1.3785 2.1573 -0.1057 0.36
H -0.4010 0.6869 1.5064 0.32
H -0.9042 -1.8544 1.1736 0.43
H 1.9504 -1.7159 0.8821 0.43
H 1.7448 1.0490 0.5435 0.44
H 0.9910 -0.2726 -1.7823 0.38
```

The SMILES is C[C@@H]1[C@H](O)[C@@H]2O[C@H]12. The value obtained for the LUMO energy is 1.012 eV. As for the HOMO-LUMO gap: 10.807 eV. As for the total energy: -345.71664 Eh. For the HOMO energy, the calculation gives -9.795 eV.